*a*
Computed, not measured: an isolated ion of composition C4H9N2S and charge +1, with the ωB97M-V functional and the def2-TZVPD basis.

Structure (XYZ):
```
16
Properties=species:S:1:pos:R:3
C 1.363 1.148 -0.201
C -0.958 -1.436 0.926
C -0.753 -1.413 -0.630
C -0.996 -0.252 -1.430
N 1.198 0.233 0.860
N 1.647 2.305 0.299
S 0.838 -1.380 0.551
H -1.375 -0.519 1.295
H -1.378 -2.296 1.375
H -0.833 -2.514 -0.977
H -0.581 0.691 -1.040
H -2.181 -0.207 -1.577
H -0.572 -0.456 -2.513
H 1.261 0.553 1.869
H 1.533 3.221 -0.128
H 1.786 2.322 1.323
```

Output
Charge = +1
HOMO-LUMO gap = 9.19 eV

*b*
Computed, not measured: an isolated ion of composition C4H9N2S and charge +1, with the ωB97M-V functional and the def2-TZVPD basis.

Structure (XYZ):
```
16
Properties=species:S:1:pos:R:3
C -2.123 -1.629 -0.051
C -1.320 -0.460 0.344
N -0.781 0.263 -0.568
C 0.068 1.316 -0.181
C 1.518 1.163 0.082
N 2.017 0.003 -0.104
S 3.456 -0.772 0.043
H -2.074 -1.768 -1.095
H -3.147 -1.550 0.409
H -1.422 -2.463 0.297
H -1.369 0.115 1.288
H -0.488 -0.305 -1.378
H -0.400 1.685 0.737
H -0.066 2.095 -0.977
H 1.987 2.094 0.599
H 4.144 0.210 0.554
```

Output
Charge = +1
HOMO-LUMO gap = 7.74 eV
Structure (SMILES) = C/C=[NH+]/C/C=N/S

*c*
Computed, not measured: an isolated ion of composition C4H9N2S and charge +1, with the ωB97M-V functional and the def2-TZVPD basis.

Structure (XYZ):
```
16
Properties=species:S:1:pos:R:3
C 2.155 1.639 0.443
N 1.160 1.009 0.032
C 1.043 -0.323 -0.421
C -0.370 -0.548 -1.065
N -1.347 -0.002 -0.176
C -1.958 -0.847 0.816
S -1.463 1.584 -0.107
H 2.018 2.662 0.766
H 3.156 1.215 0.504
H 1.158 -1.012 0.422
H 1.788 -0.563 -1.186
H -0.402 -0.006 -2.009
H -0.526 -1.612 -1.241
H -3.003 -1.033 0.547
H -1.449 -1.806 0.886
H -1.960 -0.355 1.789
```

Output
Charge = +1
HOMO-LUMO gap (alpha / beta) = 7.42 / 7.43 eV
Structure (SMILES) = C=NCC[N+](C)=S

Which is most stable, and by how much? *b*, by 0.0035 hartree.

*a*
Computed, not measured: a 2-piece molecular cluster, C4H9N2S overall, with the ωB97M-V functional and the def2-TZVPD basis.

Structure (XYZ):
```
16
Properties=species:S:1:pos:R:3
C -0.505 2.215 0.835
C 0.420 -0.688 -0.061
C -1.032 -0.946 -0.114
C 1.274 -1.866 -0.288
N 0.953 0.461 0.057
N -0.832 2.621 -0.360
S -0.421 2.207 2.372
H -1.289 -1.161 -1.125
H -1.591 -0.164 0.391
H -1.214 -1.816 0.536
H 2.232 -1.660 0.216
H 1.463 -2.221 -1.337
H 0.859 -2.566 0.366
H 2.052 0.536 -0.028
H -0.793 1.841 -1.056
H -1.578 3.206 -0.405
```

Output
Charge = +1
HOMO-LUMO gap = 8.85 eV

*b*
Computed, not measured: an isolated ion of composition C4H9N2S and charge +1, with the ωB97M-V functional and the def2-TZVPD basis.

Structure (XYZ):
```
16
Properties=species:S:1:pos:R:3
C -1.155 -1.933 0.898
C -0.384 -0.816 0.260
N -0.962 0.288 -0.053
C -0.005 1.082 -1.053
N 0.371 2.326 -0.319
S 1.408 0.091 -1.422
C 1.115 -0.930 -0.013
H -1.820 -2.549 0.275
H -2.020 -1.438 1.393
H -0.647 -2.631 1.664
H -0.487 1.291 -2.077
H -0.059 2.481 0.603
H 0.158 3.282 -0.796
H 1.381 1.943 -0.078
H 1.613 -0.511 0.876
H 1.494 -1.976 -0.159
```

Output
Charge = +1
HOMO-LUMO gap = 10.11 eV
Structure (SMILES) = CC1=N[C@@H]([NH3+])SC1

Which is most stable, and by how much? *b*, by 0.0147 hartree.

*a*
Computed, not measured: an isolated ion of composition C4H9N2S and charge +1, with the ωB97M-V functional and the def2-TZVPD basis.

Structure (XYZ):
```
16
Properties=species:S:1:pos:R:3
C 0.040 -0.326 0.344
C -0.262 0.587 -0.810
C 2.056 0.303 -1.083
C -0.427 0.185 1.716
N -0.396 -1.557 0.069
N 0.947 0.785 -1.615
S 1.990 -0.307 0.481
H -1.117 0.094 -1.464
H -0.635 1.548 -0.425
H 2.947 0.315 -1.599
H -1.422 0.589 1.406
H 0.025 1.013 2.215
H -0.619 -0.621 2.347
H -0.004 -1.925 -0.770
H 1.024 1.548 -2.342
H -0.750 -2.407 0.668
```

Output
Charge = +1
HOMO-LUMO gap = 9.35 eV

*b*
Computed, not measured: an isolated ion of composition C4H9N2S and charge +1, with the ωB97M-V functional and the def2-TZVPD basis.

Structure (XYZ):
```
16
Properties=species:S:1:pos:R:3
C 0.129 1.788 -0.666
C -0.017 0.975 0.625
S -1.765 0.417 0.782
C -1.590 -1.016 -0.345
N -0.246 -1.441 -0.077
C 0.564 -0.564 0.471
N 1.764 -0.875 0.938
H -0.270 1.202 -1.583
H 1.062 2.127 -1.041
H -0.616 2.554 -0.627
H 0.328 1.426 1.535
H -1.656 -0.687 -1.344
H -2.343 -1.822 -0.027
H 0.179 -2.218 -0.435
H 2.372 -0.077 1.037
H 2.104 -1.789 0.755
```

Output
Charge = +1
HOMO-LUMO gap = 9.81 eV
Structure (SMILES) = C[C@H]1SCNC1=[NH2+]

*c*
Computed, not measured: a 2-piece molecular cluster, C4H9N2S overall, with the ωB97M-V functional and the def2-TZVPD basis.

Structure (XYZ):
```
16
Properties=species:S:1:pos:R:3
C -2.798 0.050 1.669
C 0.876 1.498 -0.095
C 2.665 -0.016 -0.657
C -1.457 -0.673 -0.562
N 1.346 0.396 -0.362
N -1.605 0.552 0.069
S -0.847 1.918 0.286
H -2.825 0.919 2.449
H -3.773 -0.268 1.198
H 1.579 2.343 -0.079
H 2.641 0.190 -1.744
H 2.761 -0.939 -0.188
H 3.319 0.635 -0.259
H -2.360 -1.325 -0.503
H -0.828 -1.183 0.103
H -1.165 -0.356 -1.631
```

Output
Charge = +1
HOMO-LUMO gap (alpha / beta) = 6.93 / 7.38 eV

Which is most stable, and by how much? *b*, by 0.0264 hartree.

*a*
Computed, not measured: a 2-piece molecular cluster, CH4NO3 overall, with the ωB97M-V functional and the def2-TZVPD basis.

Structure (XYZ):
```
9
Properties=species:S:1:pos:R:3
C 1.250 0.256 0.118
N 0.157 -0.595 0.622
O -0.314 -1.354 -0.147
O -2.157 0.201 -0.622
O -1.494 1.004 0.276
H 0.873 1.173 0.509
H 2.087 -0.191 0.661
H 1.322 0.149 -0.936
H -1.724 -0.644 -0.483
```

Output
Charge = -1
HOMO-LUMO gap (alpha / beta) = 6.48 / 6.48 eV

*b*
Computed, not measured: a 2-piece molecular cluster, CH4NO3 overall, with the ωB97M-V functional and the def2-TZVPD basis.

Structure (XYZ):
```
9
Properties=species:S:1:pos:R:3
C -1.165 -0.347 0.163
N -0.423 0.632 0.850
O 0.148 1.507 0.068
O 2.158 -0.006 -0.804
O 1.522 -0.940 0.079
H -0.495 -1.249 0.111
H -2.044 -0.585 0.864
H -1.509 0.053 -0.737
H 1.810 0.936 -0.593
```

Output
Charge = -1
HOMO-LUMO gap (alpha / beta) = 6.39 / 6.40 eV

Which is most stable, and by how much? *a*, by 0.0113 hartree.

*a*
Computed, not measured: a 2-piece molecular cluster, C3H10N3 overall, with the ωB97M-V functional and the def2-TZVPD basis.

Structure (XYZ):
```
16
Properties=species:S:1:pos:R:3
C -0.594 0.993 -0.143
C -0.889 0.922 -1.487
N -0.089 0.104 -2.429
N -1.447 1.475 0.783
H 0.307 0.559 0.207
H -1.743 1.394 -1.941
H 0.364 0.596 -3.201
H 0.661 -0.331 -1.878
H -0.664 -0.608 -2.865
H -2.423 1.599 0.492
H -1.316 1.107 1.717
C 1.415 -1.796 1.220
N 1.599 -1.649 2.502
H 0.788 -2.638 0.884
H 1.791 -1.093 0.445
H 2.206 -0.809 2.620
```

Output
Charge = +1
HOMO-LUMO gap = 9.52 eV

*b*
Computed, not measured: an isolated ion of composition C3H10N3 and charge +1, with the ωB97M-V functional and the def2-TZVPD basis.

Structure (XYZ):
```
16
Properties=species:S:1:pos:R:3
C -1.665 -1.269 0.252
N -0.642 0.124 -0.283
C -1.217 1.350 0.146
N 0.596 -0.087 0.343
C 1.665 0.061 -0.340
N 2.885 -0.209 0.106
H -1.882 -1.288 1.341
H -2.656 -1.397 -0.236
H -0.947 -2.076 -0.013
H -0.475 -0.068 -1.375
H -2.231 1.497 -0.449
H -1.340 1.334 1.222
H -0.553 2.209 -0.192
H 1.795 0.411 -1.425
H 3.712 0.192 -0.088
H 2.953 -0.784 0.990
```

Output
Charge = +1
HOMO-LUMO gap = 10.67 eV
Structure (SMILES) = C[NH+](C)/N=C/N

*c*
Computed, not measured: a 2-piece molecular cluster, C3H10N3 overall, with the ωB97M-V functional and the def2-TZVPD basis.

Structure (XYZ):
```
16
Properties=species:S:1:pos:R:3
C -2.125 0.145 -0.317
C 2.018 -1.286 0.200
C 2.194 1.098 -0.128
N -1.080 -0.061 0.407
N -3.407 -0.012 -0.018
N 1.571 -0.184 0.047
H 3.058 -1.594 0.135
H -2.010 0.665 -1.253
H 1.396 -2.147 0.229
H 1.660 1.755 0.459
H 2.112 1.418 -1.150
H 3.232 1.060 -0.102
H -1.360 -0.649 1.181
H 0.543 -0.155 0.190
H -3.724 -0.518 0.716
H -4.078 0.463 -0.597
```

Output
Charge = +1
HOMO-LUMO gap = 9.90 eV

*d*
Computed, not measured: a 2-piece molecular cluster, C3H10N3 overall, with the ωB97M-V functional and the def2-TZVPD basis.

Structure (XYZ):
```
16
Properties=species:S:1:pos:R:3
C -1.674 -1.100 -0.605
C -1.327 0.165 0.034
C 1.933 0.363 0.535
N -1.328 -0.879 0.807
N -1.303 1.451 0.013
N 1.245 -0.261 -0.597
H -2.705 -1.367 -0.797
H -0.941 -1.548 -1.263
H 1.646 1.414 0.587
H 1.621 -0.134 1.455
H 3.022 0.306 0.478
H -0.741 -1.317 1.494
H -1.007 1.987 0.820
H -1.527 1.955 -0.836
H 1.546 -1.229 -0.669
H 1.542 0.195 -1.455
```

Output
Charge = +1
HOMO-LUMO gap = 10.46 eV

Which is most stable, and by how much? *c*, by 0.0274 hartree.

*a*
Computed, not measured: an isolated ion of composition C3H10N3 and charge +1, with the ωB97M-V functional and the def2-TZVPD basis.

Structure (XYZ):
```
16
Properties=species:S:1:pos:R:3
C 0.674 1.039 0.809
C 1.153 1.143 -0.562
C -0.218 -0.940 0.582
N 0.125 -1.058 -0.805
N -1.737 -0.786 0.634
N 0.198 0.246 -1.219
H 1.263 0.864 1.659
H -0.149 1.587 1.026
H 0.814 2.121 -1.031
H 2.233 0.895 -0.830
H 0.348 -1.373 1.368
H 0.916 -1.641 -0.962
H -2.078 -0.404 1.483
H -2.147 -1.688 0.311
H -1.859 -0.198 -0.213
H 0.464 0.195 -2.250
```

Output
Charge = +1
HOMO-LUMO gap = 9.80 eV

*b*
Computed, not measured: a 2-piece molecular cluster, C3H10N3 overall, with the ωB97M-V functional and the def2-TZVPD basis.

Structure (XYZ):
```
16
Properties=species:S:1:pos:R:3
N 0.980 0.858 0.193
C 0.983 1.853 1.025
N -0.106 2.474 1.428
H 0.104 0.439 -0.197
H 1.869 0.511 -0.131
H 1.930 2.188 1.428
H -0.058 3.080 2.232
H -1.036 2.200 1.152
C 0.305 -2.397 -1.273
C -0.547 -1.847 -0.418
N -1.238 -0.614 -0.712
H 0.400 -2.005 -2.277
H 0.840 -3.299 -1.019
H -0.863 -2.295 0.514
H -1.427 -0.490 -1.702
H -2.137 -0.655 -0.242
```

Output
Charge = +1
HOMO-LUMO gap = 9.63 eV

Which is most stable, and by how much? *b*, by 0.1474 hartree.